C33H50Br3F24O6P | the ωB97M-V functional and the def2-TZVPD basis

Last column: Löwdin charge in e.
Positions of all 117 atoms, in Å:
C 16.7305 12.5859 -8.4451  -0.09
C 17.0397 11.8738 -9.7489  -0.25
C 17.8383 10.5735 -9.6008  -0.23
C 19.2718 10.6900 -9.0324  -0.25
P 20.0437 9.1320 -8.5820  1.04
C 21.8345 9.3781 -8.6425  -0.26
C 22.4989 9.9469 -7.3732  -0.23
C 23.9187 10.4035 -7.7003  -0.25
C 24.8549 9.5793 -8.5901  -0.10
C 19.4679 7.7989 -9.6642  -0.23
C 19.7124 6.3722 -9.1038  -0.23
C 18.5228 5.4220 -9.1438  -0.26
C 18.0495 5.1631 -10.5656  -0.10
C 19.6094 8.8591 -6.8137  -0.26
C 18.2095 8.3411 -6.4657  -0.25
C 17.9555 8.1824 -4.9630  -0.26
C 16.4823 7.9887 -4.7029  -0.12
H 17.6065 12.5257 -7.7936  0.06
H 15.9867 12.0056 -7.8866  0.07
H 16.3685 13.6047 -8.5411  0.08
H 17.5987 12.5744 -10.3788  0.10
H 16.1579 11.6088 -10.3337  0.12
H 17.9159 10.0952 -10.5779  0.09
H 17.2632 9.9171 -8.9362  0.10
H 19.2788 11.3426 -8.1574  0.09
H 19.8643 11.1213 -9.8450  0.08
H 22.0897 9.9739 -9.5209  0.11
H 22.2003 8.3632 -8.8315  0.10
H 22.5964 9.1762 -6.5969  0.11
H 21.7992 10.5958 -6.8435  0.10
H 24.4611 10.5680 -6.7653  0.11
H 23.8528 11.3982 -8.1527  0.11
H 25.3921 8.7889 -8.0636  0.07
H 25.5815 10.1950 -9.1136  0.08
H 24.2954 9.0489 -9.3669  0.06
H 19.9987 7.9204 -10.6124  0.09
H 18.4117 7.9718 -9.8735  0.09
H 19.9679 6.4375 -8.0390  0.09
H 20.5866 5.9218 -9.5752  0.12
H 17.6683 5.7988 -8.5729  0.10
H 18.7768 4.4722 -8.6705  0.11
H 18.7558 4.5337 -11.1066  0.06
H 17.8724 6.0739 -11.1470  0.06
H 17.0619 4.6989 -10.6248  0.08
H 19.7833 9.7885 -6.2698  0.10
H 20.2872 8.0983 -6.4120  0.10
H 18.0211 7.3488 -6.8880  0.10
H 17.4848 9.0055 -6.9449  0.10
H 18.1387 9.1535 -4.4868  0.11
H 18.6496 7.4445 -4.5637  0.12
H 16.1921 7.8289 -3.6633  0.07
H 16.0303 7.1136 -5.1891  0.08
H 15.8867 8.8094 -5.1068  0.08
O 20.8030 8.1892 -13.3997  0.05
C 20.9824 9.4845 -13.0742  -0.78
O 21.7875 10.1078 -13.8404  -0.06
O 20.3029 10.0619 -12.1811  -0.05
H 21.5806 8.2272 -14.0093  0.08
C 20.7926 11.3364 -16.9171  -0.07
C 21.9503 12.3605 -17.0042  -0.43
C 23.2711 11.6584 -16.7753  -0.29
F 23.5219 10.6614 -17.6771  0.05
F 24.3472 12.4905 -16.6385  0.08
F 21.9327 12.9111 -18.2562  0.11
F 21.7298 13.3056 -16.0737  0.14
O 19.4986 11.9112 -16.8976  0.04
C 18.8991 12.3164 -18.0544  -0.54
C 17.4015 12.4406 -17.8172  -0.29
F 16.6723 12.7643 -18.8954  0.12
F 16.8861 11.3212 -17.2348  0.09
F 19.3859 13.5354 -18.3868  0.14
F 19.1553 11.4901 -19.0939  0.15
H 20.8604 10.6986 -16.0305  0.11
H 20.8760 10.5330 -17.6563  0.11
H 23.2284 11.1509 -15.7955  0.16
H 17.3006 13.2325 -17.0628  0.16
C 18.9628 5.9674 -14.9275  -0.07
C 19.5631 4.7173 -14.2718  -0.44
C 20.7965 5.1080 -13.4514  -0.30
F 21.4436 4.0549 -12.9018  0.10
F 21.6751 5.7214 -14.2936  0.05
F 18.6681 4.0757 -13.4918  0.13
F 19.9170 3.8808 -15.2769  0.13
O 18.4486 6.9079 -14.0201  0.01
C 17.8451 8.0417 -14.5323  -0.51
C 17.5961 8.9814 -13.3591  -0.29
F 16.8440 10.0439 -13.7160  0.11
F 17.0322 8.3595 -12.2944  0.09
F 18.5733 8.6723 -15.4775  0.15
F 16.7137 7.6296 -15.1778  0.13
H 18.2175 5.6474 -15.6620  0.16
H 19.7506 6.4597 -15.5057  0.10
H 20.5064 5.8363 -12.6905  0.15
H 18.5879 9.3448 -13.0552  0.13
C 19.7444 13.3588 -13.2623  -0.07
C 18.6066 13.9486 -14.0835  -0.43
C 17.9087 15.0758 -13.3304  -0.29
F 16.7923 15.4975 -13.9929  0.08
F 17.5748 14.6823 -12.0865  0.10
F 19.1339 14.3234 -15.2827  0.12
F 17.6776 13.0026 -14.3720  0.12
O 20.6568 14.3812 -12.9034  0.05
C 21.5390 14.0678 -11.8893  -0.53
C 22.5029 12.9559 -12.3177  -0.30
F 22.9415 13.1652 -13.5687  0.12
F 23.5315 12.7493 -11.4517  0.08
F 22.1501 15.2076 -11.5421  0.17
F 20.8206 13.6616 -10.8102  0.12
H 20.2239 12.6061 -13.8951  0.14
H 19.3186 12.8094 -12.4208  0.13
H 18.5249 15.9788 -13.3230  0.17
H 21.9753 11.9934 -12.3096  0.14
C 22.5616 6.2226 -17.7948  -1.52
Br 22.5176 6.4845 -19.7372  0.56
Br 22.0646 7.9115 -16.8751  0.66
Br 24.2757 5.5297 -17.1413  0.57
H 21.7876 5.5108 -17.5446  -0.04

Properties
HOMO-LUMO gap (eV): 8.974
Electronic energy (eV): -331954.065

=====

C33H51BN6S6Tc | the ωB97M-V functional and the def2-TZVPD basis

Last column: Mulliken spin population.
Positions of all 98 atoms, in Å:
Tc 1.3831 2.9673 -0.1705  0.52
C 1.5420 0.4889 4.5046  0.00
C 1.2071 -0.1008 3.1756  0.00
C 1.1800 -1.4414 2.9248  0.00
C 0.8761 -1.9388 1.6329  0.01
N 0.5784 -1.1270 0.6484  -0.01
N 0.5870 0.1803 0.8993  0.07
B 0.0102 1.1608 -0.1649  0.04
N -1.4242 1.5754 0.3410  -0.01
N -2.1023 0.6447 1.0116  0.00
C -3.3017 0.9487 1.4434  0.01
C -3.8826 2.2062 1.1530  0.00
C -3.1746 3.1690 0.4928  0.01
C -3.7077 4.5344 0.2066  0.00
C -1.8531 2.8089 0.1233  -0.02
S -0.7135 3.9439 -0.5433  0.00
C -4.0299 -0.0754 2.2890  0.00
C -5.3296 -0.4718 1.5756  0.00
C -3.1603 -1.3099 2.5078  0.00
C -4.3583 0.5598 3.6459  0.00
N -0.1119 0.4999 -1.5622  0.02
N -1.1132 -0.3810 -1.7049  0.00
C -1.2365 -0.9970 -2.8545  0.00
C -0.3027 -0.7840 -3.8995  0.00
C 0.6964 0.1338 -3.7688  0.00
C 1.6863 0.4306 -4.8468  0.00
C 0.7373 0.8257 -2.5274  0.02
S 1.8678 2.1153 -2.2705  -0.02
C -2.4003 -1.9504 -3.0430  0.00
C -3.1382 -1.5747 -4.3366  0.00
C -3.3680 -1.8511 -1.8695  0.00
C -1.8524 -3.3793 -3.1597  0.00
C 0.9111 0.7288 2.0674  0.00
S 0.9295 2.4573 2.1292  0.01
C 0.9159 -3.4290 1.3525  0.00
C 0.3112 -3.7357 -0.0125  0.00
C 2.3817 -3.8845 1.3864  0.00
C 0.1242 -4.1739 2.4392  0.00
H 1.7614 -0.2934 5.2282  0.00
H 0.7128 1.0889 4.8807  0.00
H 2.4057 1.1497 4.4242  0.00
H 1.4252 -2.1378 3.7139  0.00
H -4.8872 2.4186 1.4910  0.00
H -4.7202 4.6392 0.5869  0.00
H -3.7150 4.7284 -0.8659  0.00
H -3.0787 5.2962 0.6679  0.00
H -5.1344 -0.8443 0.5715  0.00
H -6.0256 0.3637 1.5049  0.00
H -5.8251 -1.2620 2.1374  0.00
H -2.8999 -1.7905 1.5663  0.00
H -3.7064 -2.0234 3.1223  0.00
H -2.2330 -1.0539 3.0216  0.00
H -4.9969 1.4368 3.5488  0.00
H -3.4514 0.8523 4.1759  0.00
H -4.8909 -0.1617 4.2629  0.00
H -0.4015 -1.3415 -4.8211  0.00
H 1.5120 -0.2056 -5.7110  0.00
H 2.7041 0.2717 -4.4918  0.00
H 1.6141 1.4715 -5.1610  0.00
H -3.4043 -0.5177 -4.3537  0.00
H -4.0600 -2.1509 -4.4031  0.00
H -2.5548 -1.8001 -5.2281  0.00
H -3.8414 -0.8696 -1.8424  0.00
H -2.8656 -2.0058 -0.9178  0.00
H -4.1468 -2.6023 -1.9836  0.00
H -1.1530 -3.4773 -3.9904  0.00
H -2.6749 -4.0698 -3.3406  0.00
H -1.3463 -3.6857 -2.2461  0.00
H 0.7804 -3.1481 -0.8010  0.00
H -0.7572 -3.5210 -0.0242  0.00
H 0.4490 -4.7930 -0.2355  0.00
H 2.9497 -3.4496 0.5633  0.00
H 2.4296 -4.9690 1.2949  0.00
H 2.8687 -3.6105 2.3230  0.00
H -0.8542 -3.7231 2.6042  0.00
H 0.6552 -4.2093 3.3890  0.00
H -0.0333 -5.2044 2.1240  0.00
C 5.9344 4.0911 0.4089  0.00
C 4.4790 4.0111 0.0691  0.09
S 3.6275 2.6611 0.5001  0.04
C 3.8381 5.0936 -0.6146  0.10
C 4.6048 6.3252 -0.9734  0.00
S 2.2207 5.0235 -0.9811  0.08
H 6.2666 3.1992 0.9333  0.00
H 6.1277 4.9635 1.0371  0.01
H 6.5304 4.2063 -0.4983  0.00
H 5.5980 6.0784 -1.3446  0.01
H 4.7348 6.9454 -0.0819  0.01
H 4.0775 6.9130 -1.7216  0.00
C 4.6267 -1.0824 0.6141  0.00
S 3.5850 -0.4868 -0.7338  0.01
C 3.3406 -2.0134 -1.6633  0.00
H 5.4723 -1.6398 0.2162  0.00
H 4.0739 -1.7071 1.3166  0.00
H 5.0059 -0.2073 1.1387  0.00
H 2.6167 -2.6719 -1.1867  0.00
H 4.2898 -2.5314 -1.7843  0.00
H 2.9755 -1.7409 -2.6517  0.00

Properties
HOMO-LUMO gap (alpha / beta) (eV): 5.576 / 5.521
Total charge: +2
Spin multiplicity: 2
Electronic energy (eV): -111866.103

=====

Results for ΔE to the lowest compared entry with this formula, charge and spin: 49.4, 27.6 (in kJ/mol, following the order of the records).